1.
{
  "formula": "C16H24FGaN2OPTl",
  "method": "ωB97M-V/def2-TZVPD",
  "symbols": ["N", "P", "O", "Ga", "C", "C", "F", "C", "C", "C", "C", "N", "C", "C", "C", "C", "C", "C", "C", "C", "C", "C", "H", "H", "H", "H", "H", "H", "H", "H", "H", "H", "H", "H", "H", "H", "H", "H", "H", "H", "H", "H", "H", "H", "H", "H", "Tl"],
  "positions_angstrom": [[3.18, -0.55, 3.15], [2.01, 0.46, 2.66], [2.69, 1.86, 2.62], [1.23, -0.31, 0.46], [1.12, -2.30, 0.64], [2.47, -3.00, 0.52], [3.52, -2.08, 0.41], [-0.67, 0.35, 0.07], [-1.52, 0.80, 1.26], [-2.70, 1.75, 0.92], [-3.43, 1.44, -0.38], [-4.02, 0.14, -0.38], [-5.10, -0.27, 0.38], [-5.37, -1.56, 0.08], [-4.44, -2.00, -0.91], [-3.65, -0.92, -1.17], [2.56, 0.42, -0.86], [3.51, 1.40, -0.66], [4.36, 1.76, -1.70], [4.24, 1.12, -2.92], [3.29, 0.15, -3.13], [2.45, -0.21, -2.08], [2.74, -1.42, 3.45], [3.84, -0.78, 2.39], [2.21, 2.51, 2.08], [0.68, -2.61, 1.58], [0.47, -2.63, -0.17], [2.68, -3.64, 1.37], [2.51, -3.65, -0.35], [-0.67, 1.11, -0.71], [-1.14, -0.53, -0.35], [-0.94, 1.30, 2.04], [-2.00, -0.04, 1.76], [-2.30, 2.79, 0.79], [-3.40, 1.81, 1.75], [-4.25, 2.17, -0.47], [-2.81, 1.57, -1.26], [-5.61, 0.38, 1.06], [-6.15, -2.16, 0.52], [-4.39, -2.96, -1.36], [-2.84, -0.84, -1.88], [3.63, 1.89, 0.30], [5.11, 2.51, -1.54], [4.92, 1.39, -3.72], [3.18, -0.38, -4.06], [1.71, -0.98, -2.23], [-2.92, 4.73, 0.03]],
  "mulliken_charge": [-0.443, 0.613, -0.392, -0.745, -0.641, -0.506, -0.255, -0.407, -0.808, -0.008, -1.001, 0.379, -0.398, -0.586, -0.841, -0.330, 1.145, -0.258, -0.736, -0.496, -0.801, -0.278, 0.361, 0.373, 0.402, 0.567, 0.495, 0.285, 0.282, 0.674, -0.031, 0.473, 0.275, -0.428, 0.548, 0.436, 0.433, 0.345, 0.457, 0.471, 0.514, 0.216, 0.429, 0.406, 0.423, 0.429, 0.956],
  "multiplicity": 1,
  "total_charge": 2,
  "homo_energy_ev": -12.868,
  "homo_lumo_gap_ha": 0.128
}

2.
{
  "formula": "C16H24N2O2",
  "method": "ωB97M-V/def2-TZVPD",
  "symbols": ["C", "C", "C", "N", "C", "C", "C", "C", "O", "C", "C", "C", "O", "N", "C", "C", "C", "C", "C", "C", "H", "H", "H", "H", "H", "H", "H", "H", "H", "H", "H", "H", "H", "H", "H", "H", "H", "H", "H", "H", "H", "H", "H", "H"],
  "positions_angstrom": [[2.87, -1.10, -1.84], [1.93, -0.81, -2.71], [1.06, 0.42, -2.61], [-0.35, 0.11, -2.81], [-0.89, 0.32, -4.14], [-1.24, 1.76, -4.37], [-2.46, 2.18, -4.65], [-1.15, -0.43, -1.87], [-2.31, -0.74, -2.10], [-0.55, -0.61, -0.48], [-0.60, 0.72, 0.29], [0.61, 0.78, 1.22], [1.71, 1.00, 0.75], [0.42, 0.57, 2.54], [1.59, 0.54, 3.40], [1.87, -0.84, 3.90], [1.92, -1.18, 5.17], [-0.85, 0.28, 3.17], [-1.37, -1.09, 2.85], [-2.61, -1.35, 2.48], [3.49, -1.98, -1.93], [3.06, -0.47, -0.99], [1.73, -1.45, -3.56], [1.24, 0.90, -1.65], [1.35, 1.12, -3.40], [-1.79, -0.30, -4.23], [-0.15, -0.01, -4.88], [-0.42, 2.46, -4.27], [-2.68, 3.23, -4.80], [-3.28, 1.50, -4.74], [-1.14, -1.36, 0.04], [0.48, -0.97, -0.56], [-1.55, 0.81, 0.80], [-0.50, 1.55, -0.41], [1.44, 1.23, 4.24], [2.43, 0.89, 2.80], [2.04, -1.58, 3.12], [2.13, -2.19, 5.49], [1.76, -0.46, 5.96], [-1.59, 1.05, 2.90], [-0.69, 0.35, 4.25], [-0.65, -1.88, 2.96], [-2.95, -2.35, 2.28], [-3.35, -0.57, 2.36]],
  "nbo_charge": [-0.390, -0.193, -0.274, -0.438, -0.262, -0.188, -0.372, 0.693, -0.637, -0.494, -0.492, 0.701, -0.662, -0.430, -0.267, -0.188, -0.388, -0.258, -0.194, -0.381, 0.198, 0.213, 0.197, 0.240, 0.213, 0.246, 0.196, 0.190, 0.197, 0.197, 0.244, 0.236, 0.223, 0.236, 0.194, 0.259, 0.203, 0.203, 0.190, 0.208, 0.224, 0.206, 0.208, 0.193],
  "multiplicity": 1,
  "homo_energy_ev": -9.064,
  "homo_lumo_gap_ha": 0.366,
  "smiles": "C=CCN(CC=C)C(=O)CCC(=O)N(CC=C)CC=C",
  "relative_energy_kj_mol": 358.3
}

3.
{
  "formula": "C16H24N6OPS3",
  "method": "ωB97M-V/def2-TZVPD",
  "symbols": ["C", "C", "P", "C", "N", "C", "N", "S", "N", "C", "S", "N", "C", "C", "C", "C", "N", "C", "C", "C", "C", "C", "C", "C", "O", "N", "S", "H", "H", "H", "H", "H", "H", "H", "H", "H", "H", "H", "H", "H", "H", "H", "H", "H", "H", "H", "H", "H", "H", "H", "H"],
  "positions_angstrom": [[-0.88, -3.74, -4.78], [-1.61, -2.95, -3.68], [-0.58, -1.49, -3.22], [-1.65, -0.19, -3.93], [-0.83, -1.45, -1.39], [-0.37, -2.37, -0.52], [0.37, -3.44, -0.81], [0.86, -4.55, 0.41], [0.77, -3.65, -2.14], [1.98, -3.62, -2.39], [3.46, -3.52, -2.76], [-0.71, -2.11, 0.75], [-1.37, -0.98, 0.71], [-1.87, -0.26, 1.91], [-0.89, 0.86, 2.29], [-0.95, 1.21, 3.78], [-0.42, 2.56, 3.99], [1.04, 2.59, 4.00], [1.67, 2.79, 2.64], [2.76, 2.00, 2.29], [3.39, 2.10, 1.06], [2.92, 3.02, 0.14], [1.85, 3.84, 0.48], [1.23, 3.74, 1.72], [0.24, 4.61, 2.07], [-1.48, -0.51, -0.55], [-2.22, 0.95, -0.98], [0.20, -3.70, -4.64], [-1.08, -3.30, -5.76], [-1.18, -4.78, -4.78], [-1.77, -3.57, -2.80], [-2.56, -2.61, -4.08], [-1.24, 0.80, -3.81], [-2.67, -0.19, -3.57], [-1.68, -0.45, -4.99], [0.41, -5.62, -0.27], [-2.86, 0.14, 1.72], [-1.94, -1.00, 2.71], [0.12, 0.49, 2.08], [-1.04, 1.75, 1.69], [-1.99, 1.21, 4.12], [-0.36, 0.46, 4.33], [-0.76, 2.89, 4.88], [1.45, 1.67, 4.43], [1.37, 3.41, 4.65], [3.12, 1.27, 3.02], [4.24, 1.47, 0.84], [3.39, 3.11, -0.83], [1.51, 4.58, -0.24], [-0.26, 4.86, 1.29], [-1.09, 1.68, -1.07]],
  "nbo_charge": [-0.611, -0.725, 1.020, -0.972, -0.441, 0.563, -0.380, 0.274, -0.418, 0.201, 0.295, -0.484, 0.496, -0.462, -0.404, -0.215, -0.603, -0.243, -0.121, -0.183, -0.244, -0.197, -0.314, 0.371, -0.674, -0.358, 0.293, 0.209, 0.217, 0.233, 0.237, 0.232, 0.246, 0.240, 0.262, 0.126, 0.242, 0.254, 0.211, 0.220, 0.200, 0.171, 0.370, 0.174, 0.223, 0.211, 0.218, 0.218, 0.212, 0.478, 0.131],
  "multiplicity": 1,
  "total_charge": 1,
  "homo_energy_ev": -10.768,
  "homo_lumo_gap_ha": 0.267,
  "smiles": "CCP(C)n1c(N(S)N=C=S)nc(CCCNCc2ccccc2O)[n+]1S",
  "relative_energy_kj_mol": 0.0
}

4.
{
  "formula": "C16H24N8",
  "method": "ωB97M-V/def2-TZVPD",
  "symbols": ["C", "C", "N", "H", "H", "H", "C", "C", "N", "H", "H", "H", "C", "C", "N", "H", "H", "H", "C", "C", "N", "H", "H", "H", "C", "C", "N", "H", "H", "H", "C", "C", "N", "H", "H", "H", "C", "C", "N", "H", "H", "H", "C", "C", "N", "H", "H", "H"],
  "positions_angstrom": [[18.80, 18.22, -21.19], [19.92, 18.50, -20.31], [20.85, 18.69, -19.55], [17.84, 18.02, -20.71], [19.04, 17.36, -21.82], [18.66, 19.00, -21.94], [19.22, 14.91, -19.56], [18.61, 13.84, -20.35], [18.10, 12.96, -20.93], [18.89, 15.88, -19.93], [20.29, 14.82, -19.74], [18.87, 14.81, -18.54], [19.17, 18.77, -15.99], [18.79, 20.07, -15.39], [18.54, 21.12, -14.96], [19.26, 18.10, -15.14], [20.20, 18.77, -16.37], [18.47, 18.37, -16.72], [17.83, 26.14, -13.43], [18.69, 26.68, -12.44], [19.46, 27.11, -11.68], [18.07, 26.40, -14.46], [16.87, 26.64, -13.27], [17.63, 25.08, -13.31], [23.26, 18.39, -15.68], [22.21, 17.72, -14.87], [21.39, 17.23, -14.19], [22.74, 18.55, -16.63], [24.20, 17.88, -15.91], [23.38, 19.26, -15.03], [14.52, 21.73, -14.26], [13.11, 22.08, -14.67], [12.02, 22.34, -14.92], [14.34, 21.03, -13.44], [15.08, 22.63, -14.03], [14.97, 21.43, -15.21], [15.13, 17.73, -15.90], [13.96, 17.19, -15.20], [13.05, 16.86, -14.57], [15.56, 16.97, -16.55], [15.78, 17.98, -15.06], [14.75, 18.55, -16.52], [16.62, 18.28, -10.30], [16.81, 17.98, -11.71], [17.01, 17.79, -12.86], [15.60, 18.66, -10.28], [17.37, 19.00, -9.98], [16.64, 17.37, -9.71]],
  "nbo_charge": [-0.748, 0.297, -0.343, 0.261, 0.263, 0.271, -0.714, 0.275, -0.322, 0.237, 0.262, 0.261, -0.729, 0.312, -0.368, 0.287, 0.253, 0.243, -0.734, 0.283, -0.323, 0.260, 0.254, 0.260, -0.722, 0.293, -0.356, 0.261, 0.263, 0.263, -0.710, 0.279, -0.341, 0.261, 0.253, 0.256, -0.728, 0.288, -0.339, 0.243, 0.284, 0.248, -0.722, 0.322, -0.378, 0.259, 0.263, 0.260],
  "multiplicity": 1,
  "homo_energy_ev": -11.567,
  "homo_lumo_gap_ha": 0.419,
  "smiles": "CC#N.CC#N.CC#N.CC#N.CC#N.CC#N.CC#N.CC#N",
  "relative_energy_kj_mol": 216.5
}

no.,LUMO energy (eV)
1,-9.40
2,0.88
3,-3.50
4,-0.18